{"formula": "C7H14N2", "method": "the ωB97M-V functional and the def2-TZVPD basis", "symbols": ["C", "C", "C", "C", "C", "N", "C", "C", "N", "H", "H", "H", "H", "H", "H", "H", "H", "H", "H", "H", "H", "H", "H"], "xyz": [[0.3912, -0.2039, 0.4153], [-1.8212, 0.2668, 0.1242], [0.8404, 0.8045, 1.4372], [-2.4465, -1.0472, 0.4976], [0.5102, -0.0020, -0.9218], [-2.2539, 0.7550, -1.1596], [2.5935, -0.8413, -0.4381], [3.6835, -0.1095, -0.2810], [0.3329, 0.3269, -2.0665], [0.2660, -1.2318, 0.7263], [-1.9010, 1.0285, 0.8990], [-3.0722, 0.2856, -1.5426], [-2.4257, 1.7533, -1.1628], [-0.6558, 0.6770, -2.1786], [2.6277, -1.8648, -0.8123], [0.1180, 0.8430, 2.2534], [1.8084, 0.5155, 1.8442], [0.9234, 1.7999, 1.0035], [-2.1477, -1.3561, 1.5000], [-2.1511, -1.8348, -0.2045], [-3.5475, -1.0100, 0.4859], [3.6372, 0.9141, 0.0895], [4.6901, -0.4687, -0.5082]], "atomic_forces_ev_per_a": [[-2.8, 0.7, 0.3], [0.3, -0.2, 0.7], [0.0, -0.1, -0.1], [-0.1, 0.0, -0.1], [2.4, -0.4, 0.1], [0.0, 0.2, -0.2], [-0.3, 0.2, -0.9], [0.0, 0.0, 0.1], [-0.3, 0.2, -0.1], [0.1, 0.0, -0.1], [0.0, 0.0, 0.0], [0.2, 0.0, 0.2], [0.0, -0.1, 0.0], [0.4, -0.4, 0.1], [0.2, 0.0, 0.0], [0.0, 0.0, 0.0], [0.0, 0.0, 0.0], [0.0, 0.0, 0.0], [0.0, 0.0, 0.0], [0.0, 0.0, 0.0], [0.1, 0.0, 0.0], [0.0, 0.0, -0.1], [0.0, -0.1, 0.2]], "e_homo_ev": [-6.23, -5.93], "gap_ha": [0.2571, 0.2469], "spin_multiplicity": 1}


{"formula": "C7H14N2", "method": "the ωB97M-V functional and the def2-TZVPD basis", "symbols": ["C", "C", "C", "C", "C", "N", "N", "H", "H", "H", "H", "H", "H", "H", "H", "C", "C", "H", "H", "H", "H", "H", "H"], "xyz": [[-0.3048, 1.2408, 0.5815], [0.7382, 2.3110, 0.3115], [-1.2147, 1.0448, -0.5983], [-2.3281, 1.7762, -0.9323], [-1.7842, 0.3676, -2.5331], [-0.8741, 0.1944, -1.6090], [-2.7149, 1.2715, -2.1630], [0.0609, 0.2312, 0.7440], [-0.9911, 1.4016, 1.4247], [0.4428, 3.0766, -0.4039], [-2.9773, 2.3840, -0.3247], [-1.8253, -0.0954, -3.5095], [-3.3484, 1.7384, -2.7835], [1.6837, 1.8344, 0.0330], [0.9569, 2.8385, 1.2557], [1.2272, -2.2794, 0.9324], [2.3354, -3.1203, 1.6566], [0.3296, -2.3799, 1.5315], [1.5247, -1.2467, 1.0074], [1.1781, -2.6391, -0.0837], [1.9081, -3.8021, 2.3890], [3.0546, -2.4691, 2.1473], [2.9226, -3.6789, 0.9264]], "atomic_forces_ev_per_a": [[-1.8, -0.8, -0.5], [0.8, 0.0, 1.4], [0.1, 0.9, 0.1], [-0.1, -1.0, 0.2], [0.0, -0.1, -0.4], [0.0, -0.3, -0.4], [0.0, 0.7, 0.2], [0.7, 0.2, 0.2], [0.5, 0.6, 0.1], [-0.1, -0.3, -0.1], [0.1, 0.3, -0.2], [0.1, -0.1, 0.2], [-0.3, -0.2, -0.1], [-0.2, 0.3, -0.3], [0.0, -0.1, -0.3], [1.4, -0.8, 1.4], [-0.1, 0.4, -0.5], [-0.5, -0.1, -0.5], [0.0, 0.4, -0.5], [-0.7, 0.3, -0.2], [0.1, -0.1, 0.0], [0.0, 0.0, 0.3], [-0.1, -0.2, 0.1]], "e_homo_ev": -8.57, "smiles": "CCc1c[nH]cn1.CC", "gap_ha": 0.3490, "spin_multiplicity": 1}


{"formula": "C7H14N2", "method": "the ωB97M-V functional and the def2-TZVPD basis", "symbols": ["C", "C", "C", "C", "C", "C", "C", "N", "N", "H", "H", "H", "H", "H", "H", "H", "H", "H", "H", "H", "H", "H", "H"], "xyz": [[2.0843, -2.2882, -1.0982], [1.6196, -1.2844, -0.5572], [-0.9068, 1.2834, 0.7753], [0.0373, -0.6193, 1.9618], [-1.3215, -1.0301, 0.0457], [1.0433, -0.0459, -0.2033], [-0.2384, -0.0472, 0.5461], [0.2071, 1.9091, -2.4834], [0.9244, 0.7876, -2.1711], [2.7277, -3.0798, -1.3766], [-0.1883, 1.9068, 1.4532], [-1.1475, 1.8598, -0.1313], [-1.7795, 1.0736, 1.3636], [0.5572, -1.6330, 1.9327], [-0.9294, -0.6075, 2.4680], [0.7898, -0.0086, 2.5010], [-1.3372, -1.1076, -1.0988], [-1.0527, -2.1003, 0.4474], [-2.2519, -0.7085, 0.3604], [1.8167, 0.5566, 0.3622], [-0.7625, 1.7354, -2.7466], [0.4149, 2.6223, -1.8996], [1.9265, 1.1909, -2.2172]], "atomic_forces_ev_per_a": [[-0.6, 2.4, 1.6], [0.8, -2.4, -2.0], [2.2, 1.8, 0.8], [1.8, -0.3, 0.1], [3.0, -2.6, -2.5], [1.0, 2.2, -1.2], [-1.2, -1.6, 0.9], [-1.0, -2.7, -1.7], [2.5, -0.6, 1.1], [-0.1, -0.4, -0.2], [-1.3, -0.7, -1.3], [0.0, -0.3, 0.4], [-0.6, 0.3, 0.2], [-1.2, 1.0, -0.1], [0.3, -0.4, 0.4], [-0.6, 0.1, 0.0], [0.0, 0.1, 1.5], [-0.8, 1.9, -0.9], [-2.0, 0.3, 0.8], [-0.8, -0.2, -0.8], [0.5, 0.2, 0.5], [0.0, 3.2, 1.9], [-1.7, -1.5, 0.5]], "e_homo_ev": [-7.65, -7.65], "gap_ha": [0.3053, 0.3053], "spin_multiplicity": 1}


{"formula": "C7H14N2", "method": "the ωB97M-V functional and the def2-TZVPD basis", "symbols": ["C", "C", "C", "H", "H", "H", "H", "H", "H", "H", "H", "C", "C", "C", "C", "N", "N", "H", "H", "H", "H", "H", "H"], "xyz": [[-1.0850, 0.6510, -2.4749], [-0.6183, -0.5126, -3.2972], [-0.0211, 1.1426, -1.4783], [-2.0624, 0.4433, -1.9884], [-1.3234, 1.5183, -3.0372], [-1.3579, -1.0130, -3.8739], [0.1064, -0.3064, -4.0904], [-0.1391, 1.1611, -0.3719], [-0.2126, -1.2898, -2.5348], [0.3176, 2.2298, -1.6689], [0.8013, 0.5508, -1.8241], [0.2367, 1.5317, 2.0610], [-0.0817, -1.9177, 3.0469], [0.3312, 0.0591, 2.2128], [1.2921, -0.7758, 1.6492], [-0.5713, -0.6091, 3.0495], [0.9913, -2.0748, 2.1874], [-0.4023, -2.8195, 3.6557], [1.2727, -2.9801, 1.8966], [2.0743, -0.6252, 0.8722], [0.7064, 1.8524, 1.1382], [0.6222, 2.0690, 2.8593], [-0.8769, 1.7148, 2.0112]], "atomic_forces_ev_per_a": [[-1.4, 0.8, 1.3], [1.1, -1.6, 1.2], [0.8, 1.9, -0.1], [0.6, -0.3, 0.0], [-0.3, 0.6, -1.2], [-1.2, -0.4, -0.1], [0.5, 0.4, 0.6], [-0.4, -0.9, -1.1], [-0.4, 1.0, -1.6], [-0.7, -1.5, -0.1], [1.2, -0.2, 0.8], [-2.4, -1.0, -1.7], [-0.4, 1.7, -0.5], [0.7, -1.2, 0.2], [-1.0, -1.3, 0.4], [2.8, -3.3, -0.3], [-1.3, 2.7, 0.8], [0.0, 1.6, -0.9], [0.6, -0.4, -0.3], [-0.8, -0.1, 1.0], [0.1, 0.2, 0.0], [0.8, 0.9, 1.6], [1.1, 0.3, -0.1]], "e_homo_ev": -8.56, "smiles": "Cc1c[nH]cn1.CCC", "gap_ha": 0.3473, "spin_multiplicity": 1}


{"formula": "C7H14N2", "method": "the ωB97M-V functional and the def2-TZVPD basis", "symbols": ["C", "C", "C", "C", "C", "C", "C", "N", "N", "H", "H", "H", "H", "H", "H", "H", "H", "H", "H", "H", "H", "H", "H"], "xyz": [[3.0280, 1.1070, 0.2144], [2.2218, 0.0153, 0.0336], [0.2946, -1.3067, -0.9750], [1.1560, -0.0795, -0.7300], [-1.1016, -1.3541, -0.1511], [-0.8401, -1.6983, 1.2520], [-1.5925, 2.2469, 0.0526], [-1.7127, -0.0669, -0.2931], [-1.2152, 0.9109, 0.4555], [3.8046, 0.8861, 0.8963], [2.9680, 2.0325, -0.3922], [2.4652, -0.7664, 0.5992], [0.0138, -1.4171, -2.1473], [0.8056, -2.0636, -0.5411], [1.0685, 0.9215, -1.2760], [-1.7770, -2.0412, -0.6702], [-0.3789, -2.6792, 1.2753], [-1.8554, -1.7512, 1.8480], [-0.4256, -0.8985, 1.9783], [-2.1802, 2.2046, -0.8631], [-2.0773, 2.9329, 0.8074], [-0.6971, 2.6790, -0.1503], [-1.9726, 0.1860, -1.2231]], "atomic_forces_ev_per_a": [[-0.1, 0.5, -0.9], [0.9, 2.0, 0.1], [-2.4, 3.0, -2.4], [-3.0, 1.6, -3.2], [1.2, 1.6, -2.0], [-2.3, 0.6, 3.9], [-2.2, -1.2, 0.5], [-0.8, 0.7, 0.8], [-0.1, 0.1, 1.2], [1.0, 0.7, 0.5], [0.1, -0.7, 0.7], [1.1, -3.4, 2.4], [1.0, 0.0, 2.8], [1.9, -3.0, 0.4], [-0.9, -1.7, 0.2], [0.3, -0.3, 0.3], [0.3, 0.0, 0.5], [1.4, -0.5, -1.4], [0.4, -1.3, -2.0], [-0.3, 0.4, -0.2], [0.2, -1.3, -0.4], [2.7, 1.8, -0.9], [-0.3, 0.1, -0.8]], "e_homo_ev": [-7.23, -6.91], "gap_ha": [0.3029, 0.2587], "spin_multiplicity": 1}


What did the first record say?
{"formula": "C7H14N2", "method": "the ωB97M-V functional and the def2-TZVPD basis", "symbols": ["C", "C", "C", "C", "C", "N", "C", "C", "N", "H", "H", "H", "H", "H", "H", "H", "H", "H", "H", "H", "H", "H", "H"], "xyz": [[0.3912, -0.2039, 0.4153], [-1.8212, 0.2668, 0.1242], [0.8404, 0.8045, 1.4372], [-2.4465, -1.0472, 0.4976], [0.5102, -0.0020, -0.9218], [-2.2539, 0.7550, -1.1596], [2.5935, -0.8413, -0.4381], [3.6835, -0.1095, -0.2810], [0.3329, 0.3269, -2.0665], [0.2660, -1.2318, 0.7263], [-1.9010, 1.0285, 0.8990], [-3.0722, 0.2856, -1.5426], [-2.4257, 1.7533, -1.1628], [-0.6558, 0.6770, -2.1786], [2.6277, -1.8648, -0.8123], [0.1180, 0.8430, 2.2534], [1.8084, 0.5155, 1.8442], [0.9234, 1.7999, 1.0035], [-2.1477, -1.3561, 1.5000], [-2.1511, -1.8348, -0.2045], [-3.5475, -1.0100, 0.4859], [3.6372, 0.9141, 0.0895], [4.6901, -0.4687, -0.5082]], "atomic_forces_ev_per_a": [[-2.8, 0.7, 0.3], [0.3, -0.2, 0.7], [0.0, -0.1, -0.1], [-0.1, 0.0, -0.1], [2.4, -0.4, 0.1], [0.0, 0.2, -0.2], [-0.3, 0.2, -0.9], [0.0, 0.0, 0.1], [-0.3, 0.2, -0.1], [0.1, 0.0, -0.1], [0.0, 0.0, 0.0], [0.2, 0.0, 0.2], [0.0, -0.1, 0.0], [0.4, -0.4, 0.1], [0.2, 0.0, 0.0], [0.0, 0.0, 0.0], [0.0, 0.0, 0.0], [0.0, 0.0, 0.0], [0.0, 0.0, 0.0], [0.0, 0.0, 0.0], [0.1, 0.0, 0.0], [0.0, 0.0, -0.1], [0.0, -0.1, 0.2]], "e_homo_ev": [-6.23, -5.93], "gap_ha": [0.2571, 0.2469], "spin_multiplicity": 1}


Repeat the second record exactly.
{"formula": "C7H14N2", "method": "the ωB97M-V functional and the def2-TZVPD basis", "symbols": ["C", "C", "C", "C", "C", "N", "N", "H", "H", "H", "H", "H", "H", "H", "H", "C", "C", "H", "H", "H", "H", "H", "H"], "xyz": [[-0.3048, 1.2408, 0.5815], [0.7382, 2.3110, 0.3115], [-1.2147, 1.0448, -0.5983], [-2.3281, 1.7762, -0.9323], [-1.7842, 0.3676, -2.5331], [-0.8741, 0.1944, -1.6090], [-2.7149, 1.2715, -2.1630], [0.0609, 0.2312, 0.7440], [-0.9911, 1.4016, 1.4247], [0.4428, 3.0766, -0.4039], [-2.9773, 2.3840, -0.3247], [-1.8253, -0.0954, -3.5095], [-3.3484, 1.7384, -2.7835], [1.6837, 1.8344, 0.0330], [0.9569, 2.8385, 1.2557], [1.2272, -2.2794, 0.9324], [2.3354, -3.1203, 1.6566], [0.3296, -2.3799, 1.5315], [1.5247, -1.2467, 1.0074], [1.1781, -2.6391, -0.0837], [1.9081, -3.8021, 2.3890], [3.0546, -2.4691, 2.1473], [2.9226, -3.6789, 0.9264]], "atomic_forces_ev_per_a": [[-1.8, -0.8, -0.5], [0.8, 0.0, 1.4], [0.1, 0.9, 0.1], [-0.1, -1.0, 0.2], [0.0, -0.1, -0.4], [0.0, -0.3, -0.4], [0.0, 0.7, 0.2], [0.7, 0.2, 0.2], [0.5, 0.6, 0.1], [-0.1, -0.3, -0.1], [0.1, 0.3, -0.2], [0.1, -0.1, 0.2], [-0.3, -0.2, -0.1], [-0.2, 0.3, -0.3], [0.0, -0.1, -0.3], [1.4, -0.8, 1.4], [-0.1, 0.4, -0.5], [-0.5, -0.1, -0.5], [0.0, 0.4, -0.5], [-0.7, 0.3, -0.2], [0.1, -0.1, 0.0], [0.0, 0.0, 0.3], [-0.1, -0.2, 0.1]], "e_homo_ev": -8.57, "smiles": "CCc1c[nH]cn1.CC", "gap_ha": 0.3490, "spin_multiplicity": 1}